[1]
{
  "formula": "C5H14N2",
  "method": "ωB97M-V/def2-TZVPD",
  "de_lowest_ev": 1.3927,
  "largest_force_ev_per_a": 1.9,
  "orbital_gap_ha": 0.3548,
  "homo_ev": -8.56,
  "charge": 0,
  "spin_multiplicity": 1,
  "species": ["C", "C", "C", "C", "N", "C", "N", "H", "H", "H", "H", "H", "H", "H", "H", "H", "H", "H", "H", "H", "H"],
  "xyz": [[-0.343, 0.162, 2.254], [-0.729, -0.268, 0.773], [0.487, -0.808, -0.008], [0.903, 0.210, -1.048], [-0.176, 0.404, -1.980], [0.033, 1.209, -3.171], [-0.248, -0.900, 3.302], [-1.124, 0.861, 2.586], [0.729, 0.486, 2.236], [-1.178, 0.596, 0.269], [-1.634, -0.931, 0.865], [0.173, -1.762, -0.457], [1.296, -1.050, 0.691], [1.871, -0.075, -1.552], [1.218, 1.160, -0.573], [-0.702, -0.450, -2.150], [-0.855, 1.383, -3.854], [0.845, 0.899, -3.831], [0.240, 2.205, -2.785], [0.682, -1.320, 3.258], [-0.925, -1.603, 2.983]],
  "lowdin_charge": [-0.28, -0.21, -0.21, -0.28, -0.15, -0.14, -0.03, 0.10, 0.11, 0.09, 0.11, 0.11, 0.10, 0.12, 0.12, 0.11, 0.09, 0.06, 0.07, 0.05, 0.06]
}


[2]
{
  "formula": "C16H15N5O5Pt",
  "method": "ωB97M-V/def2-TZVPD",
  "de_lowest_ev": 0.0000,
  "largest_force_ev_per_a": 1.2,
  "orbital_gap_ha": [0.2261, 0.2276],
  "homo_ev": [-14.72, -14.72],
  "charge": 2,
  "spin_multiplicity": 1,
  "species": ["Pt", "O", "C", "C", "C", "C", "C", "C", "C", "N", "C", "C", "N", "H", "H", "H", "H", "H", "H", "H", "O", "C", "O", "C", "C", "C", "C", "C", "C", "N", "O", "O", "H", "H", "H", "H", "N", "N", "H", "H", "H", "H"],
  "xyz": [[1.143, -2.226, -3.131], [2.188, -0.556, -3.020], [2.003, 0.408, -2.156], [3.122, 1.230, -1.886], [3.130, 2.261, -0.927], [1.991, 2.566, -0.263], [0.712, 1.930, -0.638], [0.809, 0.715, -1.500], [-0.377, -0.028, -1.760], [-0.437, -1.175, -2.438], [-1.745, -1.559, -2.509], [-2.502, -0.634, -1.850], [-1.633, 0.303, -1.379], [4.027, 0.999, -2.437], [4.052, 2.790, -0.725], [1.946, 3.344, 0.490], [0.209, 2.705, -1.248], [-2.058, -2.454, -3.015], [-3.564, -0.578, -1.683], [-1.893, 1.116, -0.839], [-0.164, 1.739, 0.464], [0.306, 0.800, 1.345], [1.288, 0.159, 1.073], [-0.479, 0.719, 2.588], [-0.080, -0.207, 3.555], [-0.772, -0.304, 4.748], [-1.864, 0.523, 4.987], [-2.239, 1.429, 4.013], [-1.568, 1.553, 2.816], [-3.406, 2.310, 4.253], [-3.955, 2.208, 5.323], [-3.814, 2.941, 3.300], [0.780, -0.834, 3.362], [-0.465, -1.018, 5.498], [-2.421, 0.477, 5.912], [-1.903, 2.285, 2.097], [2.234, -3.896, -3.728], [0.840, -4.221, -3.576], [2.592, -4.037, -4.670], [2.832, -4.378, -3.062], [0.698, -4.968, -2.901], [0.435, -4.439, -4.483]],
  "lowdin_charge": [1.19, -0.24, -0.32, 0.15, 0.01, 0.10, -0.24, 0.02, -0.24, -0.08, -0.07, 0.00, 0.17, 0.15, 0.14, 0.16, 0.22, 0.12, 0.14, 0.18, 0.02, -0.39, 0.17, -0.11, 0.02, -0.02, 0.05, -0.11, 0.07, -0.35, 0.12, 0.09, 0.13, 0.12, 0.14, 0.13, -0.08, -0.09, 0.14, 0.13, 0.13, 0.13]
}


[3]
{
  "formula": "C25H36HgNO15S",
  "method": "ωB97M-V/def2-TZVPD",
  "largest_force_ev_per_a": 5.0,
  "orbital_gap_ha": 0.2395,
  "homo_ev": -12.06,
  "charge": 1,
  "spin_multiplicity": 1,
  "species": ["Hg", "C", "O", "H", "H", "H", "C", "C", "O", "S", "O", "O", "O", "H", "H", "H", "H", "C", "C", "C", "C", "C", "C", "N", "O", "O", "H", "H", "H", "H", "H", "O", "C", "O", "C", "C", "C", "H", "H", "H", "H", "H", "H", "O", "C", "O", "C", "C", "C", "H", "H", "H", "H", "H", "H", "O", "C", "O", "C", "C", "C", "H", "H", "H", "H", "H", "H", "O", "C", "O", "C", "C", "C", "H", "H", "H", "H", "H", "H"],
  "xyz": [[1.869, -2.663, -2.021], [0.397, -1.033, 0.419], [0.137, -1.960, -0.628], [0.218, -1.337, 1.451], [1.453, -0.766, 0.458], [0.182, 0.012, 0.196], [0.286, 2.583, 3.496], [1.326, 1.497, 3.394], [2.460, 2.159, 3.033], [2.119, 3.369, 1.883], [2.220, 2.702, 0.575], [2.820, 4.612, 2.219], [0.526, 3.448, 2.424], [0.332, 3.081, 4.464], [-0.699, 2.144, 3.334], [1.135, 0.816, 2.565], [1.540, 0.994, 4.337], [-3.036, -4.330, 0.828], [-2.353, -4.963, 1.890], [-1.969, -4.192, 2.967], [-2.118, -2.827, 2.979], [-2.708, -2.227, 1.917], [-3.355, -2.933, 0.906], [-1.528, -2.131, 4.160], [-0.764, -2.759, 4.926], [-1.783, -0.960, 4.265], [-3.509, -4.927, 0.063], [-2.235, -6.036, 1.927], [-1.411, -4.723, 3.724], [-2.737, -1.148, 1.888], [-4.036, -2.472, 0.205], [1.998, -0.287, -2.622], [1.783, 0.889, -2.652], [2.792, 1.782, -2.591], [2.284, 3.106, -2.564], [0.751, 3.025, -2.422], [0.435, 1.572, -2.890], [2.456, 3.636, -3.501], [2.869, 3.771, -1.929], [0.180, 3.745, -3.009], [0.413, 3.137, -1.392], [0.158, 1.479, -3.940], [-0.373, 1.112, -2.321], [-3.713, 4.344, 0.207], [-3.451, 3.335, 0.889], [-2.422, 2.561, 0.619], [-2.541, 1.330, 1.320], [-3.740, 1.460, 2.282], [-4.066, 2.912, 2.239], [-1.607, 1.072, 1.818], [-2.594, 0.660, 0.461], [-3.531, 1.071, 3.279], [-4.481, 0.740, 1.936], [-3.678, 3.505, 3.067], [-5.155, 2.938, 2.263], [0.496, -2.307, -4.000], [-0.677, -2.082, -4.355], [-1.110, -2.173, -5.644], [-2.529, -2.459, -5.740], [-2.935, -2.651, -4.280], [-1.805, -2.026, -3.397], [-2.696, -3.338, -6.362], [-3.106, -1.655, -6.198], [-3.157, -3.707, -4.126], [-3.920, -2.196, -4.174], [-1.417, -2.412, -2.455], [-1.877, -0.944, -3.285], [3.939, -1.870, -0.682], [4.751, -0.983, -0.493], [5.496, -0.309, -1.350], [6.141, 0.774, -0.821], [5.814, 0.820, 0.671], [4.937, -0.339, 0.850], [5.716, 1.674, -1.266], [7.211, 0.616, -0.959], [5.246, 1.684, 1.017], [6.648, 0.903, 1.368], [3.982, 0.023, 1.229], [5.307, -0.970, 1.659]],
  "lowdin_charge": [1.32, -0.25, -0.38, 0.07, 0.05, 0.06, -0.19, -0.23, -0.21, 0.80, -0.26, -0.22, -0.18, 0.14, 0.11, 0.11, 0.15, -0.04, -0.05, -0.02, -0.15, -0.04, -0.03, -0.32, 0.07, 0.07, 0.10, 0.11, 0.12, 0.08, 0.11, 0.02, -0.44, 0.05, -0.16, -0.11, -0.04, 0.12, 0.13, 0.12, 0.10, 0.13, 0.11, 0.08, -0.45, 0.03, -0.17, -0.16, -0.06, 0.09, 0.12, 0.11, 0.12, 0.14, 0.13, -0.03, -0.42, 0.04, -0.12, -0.12, -0.05, 0.13, 0.13, 0.12, 0.11, 0.11, 0.13, 0.01, -0.43, 0.08, -0.15, -0.15, -0.09, 0.14, 0.14, 0.11, 0.13, 0.12, 0.14]
}


[4]
{
  "formula": "C3H5NO2",
  "method": "ωB97M-V/def2-TZVPD",
  "de_lowest_ev": 5.5795,
  "largest_force_ev_per_a": 3.8,
  "orbital_gap_ha": [0.2875, 0.2874],
  "homo_ev": [-7.37, -7.37],
  "charge": 0,
  "spin_multiplicity": 1,
  "species": ["C", "C", "C", "N", "O", "O", "H", "H", "H", "H", "H"],
  "xyz": [[-0.464, -0.200, 1.058], [-0.086, 0.993, 0.117], [0.478, -0.523, -1.553], [0.194, -1.459, 0.771], [0.085, 0.731, -1.305], [0.577, -1.496, -0.652], [-0.151, 0.063, 2.105], [-1.608, -0.337, 1.130], [-0.819, 1.810, 0.366], [0.939, 1.268, 0.477], [0.856, -0.849, -2.515]],
  "lowdin_charge": [-0.29, -0.14, -0.12, -0.03, -0.01, -0.07, 0.12, 0.12, 0.14, 0.13, 0.15]
}


[5]
{
  "formula": "C6H13OP",
  "method": "ωB97M-V/def2-TZVPD",
  "de_lowest_ev": 3.2781,
  "largest_force_ev_per_a": 5.5,
  "orbital_gap_ha": 0.3124,
  "homo_ev": -7.74,
  "charge": 0,
  "spin_multiplicity": 1,
  "species": ["C", "C", "C", "C", "C", "C", "O", "P", "H", "H", "H", "H", "H", "H", "H", "H", "H", "H", "H", "H", "H"],
  "xyz": [[-0.549, 1.211, -0.280], [-2.181, 0.013, -0.306], [-3.259, 0.629, 0.424], [2.203, 0.674, -0.001], [0.308, -0.454, 1.932], [0.990, -1.589, -0.676], [-2.079, -1.031, -0.950], [0.518, 0.002, 0.156], [-0.413, 1.230, -1.409], [-2.962, 1.595, 0.646], [-3.576, 0.005, 1.342], [-4.162, 0.708, -0.255], [2.466, 0.909, -1.027], [2.440, 1.589, 0.440], [2.970, 0.090, 0.470], [1.168, -0.817, 2.441], [-0.061, 0.429, 2.496], [-0.579, -1.039, 2.189], [0.226, -2.374, -0.649], [1.386, -1.429, -1.744], [1.952, -2.103, -0.220]],
  "lowdin_charge": [-0.26, -0.39, -0.07, -0.23, -0.19, -0.24, 0.01, 0.65, 0.01, 0.03, 0.13, 0.11, 0.06, 0.02, 0.04, 0.03, 0.06, 0.05, 0.03, 0.07, 0.08]
}